one.
{
  "formula": "C5H10N2O3S",
  "method": "ωB97M-V with the def2-TZVPD basis set",
  "species": ["C", "C", "C", "C", "C", "N", "N", "O", "O", "O", "S", "H", "H", "H", "H", "H", "H", "H", "H", "H", "H"],
  "coordinates": [[-1.33, -0.79, 0.42], [0.06, 0.57, -1.24], [-1.21, 1.15, -1.83], [1.30, 1.11, -1.73], [1.15, -0.64, 0.57], [-1.42, -0.54, 1.65], [0.00, -0.26, -0.20], [-2.07, -1.29, -0.43], [0.41, -2.23, 2.71], [0.92, -0.23, 3.78], [-0.16, -1.21, 3.56], [-1.98, 1.11, -1.07], [-1.61, 0.66, -2.66], [-0.91, 2.25, -2.07], [0.93, 1.82, -2.43], [1.64, 0.29, -2.46], [2.07, 1.53, -1.06], [1.54, 0.13, 1.24], [0.90, -1.53, 1.19], [1.93, -0.90, -0.12], [-2.15, -1.00, 2.20]],
  "lowdin_charge": [-0.622, -0.257, 0.013, -0.023, -0.037, 0.031, 0.031, 0.020, -0.493, -0.458, 0.880, 0.081, 0.075, 0.124, 0.059, 0.148, 0.119, 0.101, 0.056, 0.091, 0.060],
  "e_homo_ev": -9.13,
  "total_charge": 0,
  "homo_lumo_gap_ev": 9.0,
  "multiplicity": 1
}



two.
{
  "formula": "C5H10N2O3S",
  "method": "ωB97M-V with the def2-TZVPD basis set",
  "species": ["C", "C", "C", "C", "C", "N", "N", "O", "O", "O", "S", "H", "H", "H", "H", "H", "H", "H", "H", "H", "H"],
  "coordinates": [[-2.78, -0.96, -0.40], [-1.79, -0.20, 0.51], [-0.85, 0.83, -0.05], [0.30, 0.32, -0.92], [1.47, -0.25, -0.14], [1.40, -2.41, 0.86], [1.43, -1.32, 0.50], [4.02, -0.34, 0.07], [2.68, 1.41, 1.32], [2.98, 1.71, -1.02], [2.99, 0.66, 0.00], [-3.32, -1.72, 0.22], [-3.61, -0.35, -0.84], [-2.20, -1.42, -1.30], [-1.17, -0.86, 1.07], [-2.47, 0.18, 1.26], [-1.54, 1.55, -0.75], [-0.40, 1.44, 0.90], [-0.14, -0.26, -1.63], [0.87, 1.19, -1.33], [2.12, 0.79, 1.69]],
  "lowdin_charge": [-0.112, -0.314, -0.219, -0.145, -0.352, 0.262, -0.107, -0.253, -0.095, -0.276, 0.648, 0.076, 0.075, 0.095, 0.080, 0.096, 0.159, 0.155, 0.077, 0.114, 0.034],
  "e_homo_ev": -9.47,
  "total_charge": 0,
  "homo_lumo_gap_ev": 9.3,
  "multiplicity": 1
}



Relative energies, kJ/mol: one 0.0; two 152.5.